Record 1
The following is a quantum chemistry calculation of a cluster of 2 separate species, C3H5NSi in total, from the OMol25 dataset.

Output
molecular weight	83.17	g/mol
HOMO (spin up / spin down)	-8.93 / -8.10	eV
E_LUMO (spin up / spin down)	-1.226 / -0.270	eV
gap between HOMO and LUMO (spin up / spin down)	7.700 / 7.825	eV
total energy	-12553.87086	eV
charge	0
energy above the lowest of the compared OMol25 structures with the same formula, charge and spin	104.4	kcal per mole

```
10
Properties=species:S:1:pos:R:3:nbo_charge:R:1
C 1.4583 0.5696 1.1297 -0.17
C -0.6558 0.1432 -1.9081 -0.52
C -1.3318 0.3259 -0.8495 -0.08
N 1.8392 1.6145 0.7825 -0.29
Si 0.5065 -0.9409 1.6833 0.78
H -0.4379 0.8244 -2.7702 0.22
H 0.0980 -0.5866 -1.8380 0.21
H -2.1884 0.8345 -0.5698 0.17
H -0.5151 -0.7131 2.6943 -0.13
H 1.2272 -2.0714 1.6456 -0.17
```

=====

Record 2
The following is a quantum chemistry calculation of the molecule C5H6N2O, from the OMol25 dataset.

Output
molecular weight	110.12	g/mol
HOMO	-9.19	eV
E_LUMO	0.829	eV
gap between HOMO and LUMO	10.016	eV
total energy	-10306.15242	eV
SMILES string	O/N=C1/C=C[C@@H]2N[C@H]12
charge	0
energy above the lowest of the compared OMol25 structures with the same formula, charge and spin	79.6	kcal per mole

```
14
Properties=species:S:1:pos:R:3:nbo_charge:R:1
O -1.5534 0.1056 -2.3938 -0.57
N -1.0466 -0.9091 -1.5498 -0.12
C -0.3160 -0.4494 -0.6298 0.18
C 0.1039 -1.4179 0.5010 -0.23
C 0.8968 -0.7011 1.2837 -0.17
C 0.9923 0.7728 0.9664 -0.14
N -0.2106 1.6121 0.8639 -0.54
C 0.2264 0.9439 -0.2892 -0.13
H -1.9720 -0.3885 -3.0536 0.47
H -0.1876 -2.4125 0.6492 0.23
H 1.4366 -1.1283 2.1315 0.21
H 1.9583 1.1745 1.2740 0.21
H -0.9907 1.1409 1.3385 0.36
H 0.6626 1.6571 -1.0921 0.23
```

=====

Please write out number 2 again, unchanged.
The following is a quantum chemistry calculation of the molecule C5H6N2O, from the OMol25 dataset.

Output
molecular weight	110.12	g/mol
HOMO	-9.19	eV
E_LUMO	0.829	eV
gap between HOMO and LUMO	10.016	eV
total energy	-10306.15242	eV
SMILES string	O/N=C1/C=C[C@@H]2N[C@H]12
charge	0
energy above the lowest of the compared OMol25 structures with the same formula, charge and spin	79.6	kcal per mole

```
14
Properties=species:S:1:pos:R:3:nbo_charge:R:1
O -1.5534 0.1056 -2.3938 -0.57
N -1.0466 -0.9091 -1.5498 -0.12
C -0.3160 -0.4494 -0.6298 0.18
C 0.1039 -1.4179 0.5010 -0.23
C 0.8968 -0.7011 1.2837 -0.17
C 0.9923 0.7728 0.9664 -0.14
N -0.2106 1.6121 0.8639 -0.54
C 0.2264 0.9439 -0.2892 -0.13
H -1.9720 -0.3885 -3.0536 0.47
H -0.1876 -2.4125 0.6492 0.23
H 1.4366 -1.1283 2.1315 0.21
H 1.9583 1.1745 1.2740 0.21
H -0.9907 1.1409 1.3385 0.36
H 0.6626 1.6571 -1.0921 0.23
```

=====

Copy entry 1 word for word.
The following is a quantum chemistry calculation of a cluster of 2 separate species, C3H5NSi in total, from the OMol25 dataset.

Output
molecular weight	83.17	g/mol
HOMO (spin up / spin down)	-8.93 / -8.10	eV
E_LUMO (spin up / spin down)	-1.226 / -0.270	eV
gap between HOMO and LUMO (spin up / spin down)	7.700 / 7.825	eV
total energy	-12553.87086	eV
charge	0
energy above the lowest of the compared OMol25 structures with the same formula, charge and spin	104.4	kcal per mole

```
10
Properties=species:S:1:pos:R:3:nbo_charge:R:1
C 1.4583 0.5696 1.1297 -0.17
C -0.6558 0.1432 -1.9081 -0.52
C -1.3318 0.3259 -0.8495 -0.08
N 1.8392 1.6145 0.7825 -0.29
Si 0.5065 -0.9409 1.6833 0.78
H -0.4379 0.8244 -2.7702 0.22
H 0.0980 -0.5866 -1.8380 0.21
H -2.1884 0.8345 -0.5698 0.17
H -0.5151 -0.7131 2.6943 -0.13
H 1.2272 -2.0714 1.6456 -0.17
```

=====

Q: Among the records above, which one has the highest energy above the lowest of the compared OMol25 structures with the same formula, charge and spin?
A: C3H5NSi

=====

Q: What is the total energy in the first record?
A: -12553.87086 eV